# CH3NOS2

A molecular structure, CH3NOS2 in a non-equilibrium geometry (the ωB97M-V functional and the def2-TZVPD basis, OMol25).

Calculated values
frontier orbital gap = 6.50 eV
net charge = 0
highest occupied orbital energy = -0.304 hartree
energy relative to the best compared isomer or geometry (same formula, charge and spin) = 58.2 kcal/mol

XYZ file:
```
8
CH3NOS2 the ωB97M-V functional and the def2-TZVPD basis
C -1.41 0.57 0.21
N -0.33 0.06 -0.27
O 2.34 -0.53 0.61
S -2.80 -0.27 -0.06
S 1.84 0.65 -0.39
H -1.53 1.54 0.58
H -0.66 -0.73 -0.80
H 2.56 -1.28 0.12
```

=====

# C10H10N2O2

A molecular structure, C10H10N2O2 in a non-equilibrium geometry (the ωB97M-V functional and the def2-TZVPD basis, OMol25).

Calculated values
frontier orbital gap = 8.78 eV
net charge = 0
highest occupied orbital energy = -0.338 hartree
energy relative to the best compared isomer or geometry (same formula, charge and spin) = 130.4 kcal/mol

XYZ file:
```
24
C10H10N2O2 the ωB97M-V functional and the def2-TZVPD basis
C 2.09 1.47 -0.29
C 1.49 1.18 0.87
C 1.51 -0.10 1.35
C 2.32 -1.03 0.59
C 2.83 -0.78 -0.67
C 2.69 0.55 -1.15
C -2.39 1.11 -0.58
C -3.10 0.66 0.60
C -2.90 -0.60 1.05
C -1.64 -1.21 -0.84
H 2.48 2.54 -0.55
H 0.83 2.09 1.29
H 1.07 -0.60 2.20
H 2.22 -2.05 0.91
H 3.24 -1.68 -1.15
H 3.31 0.59 -2.16
H -1.49 0.52 -2.42
H -3.26 1.56 1.10
H -2.73 -0.89 2.37
H -1.51 -2.32 0.90
N -1.73 0.15 -1.35
N -2.19 -1.44 0.27
O -2.15 2.30 -0.82
O -1.00 -2.02 -1.53
```

=====

# C27H30NO16P3S3Ta

A molecular structure, C27H30NO16P3S3Ta in a non-equilibrium geometry (the ωB97M-V functional and the def2-TZVPD basis, OMol25).

Calculated values
frontier orbital gap = 6.38 eV
net charge = +1
highest occupied orbital energy = -0.370 hartree
energy relative to the best compared isomer or geometry (same formula, charge and spin) = 23.3 kcal/mol

XYZ file:
```
81
C27H30NO16P3S3Ta the ωB97M-V functional and the def2-TZVPD basis
Ta -0.11 -0.08 -2.26
O -0.84 -1.87 -1.59
S -2.01 -1.33 -0.74
O -3.26 -1.67 -1.35
O -1.68 0.10 -0.62
C -1.93 -2.06 0.92
C -2.26 -3.39 0.73
C -3.01 -4.13 1.73
C -3.49 -3.44 2.83
C -3.00 -2.13 3.09
C -2.12 -1.47 2.19
P -1.00 -0.23 2.83
C -0.04 -1.21 4.07
C 1.26 -1.56 3.70
C 2.04 -2.40 4.46
C 1.53 -3.03 5.60
C 0.22 -2.71 5.88
C -0.52 -1.78 5.24
C -1.92 0.82 4.04
C -3.33 1.11 3.94
C -3.92 1.87 4.91
C -3.20 2.36 6.02
C -1.83 2.10 6.08
C -1.18 1.34 5.10
H -1.99 -3.81 -0.22
H -3.15 -5.19 1.63
H -4.23 -3.92 3.46
H -3.36 -1.56 3.96
H 1.74 -1.09 2.81
H 3.06 -2.45 4.15
H 2.11 -3.72 6.17
H -0.20 -3.14 6.79
H -1.54 -1.57 5.58
H -3.88 0.74 3.07
H -4.98 2.11 4.78
H -3.73 2.88 6.83
H -1.19 2.34 6.96
H -0.15 1.18 5.33
O 1.65 -3.09 -4.07
S 1.48 -1.67 -4.06
O -0.05 -1.24 -4.06
O 1.91 -0.84 -2.89
C 2.11 -1.09 -5.67
C 2.86 -2.04 -6.38
C 3.24 -1.78 -7.72
C 2.80 -0.59 -8.31
C 2.00 0.31 -7.61
C 1.75 0.11 -6.24
S 0.90 1.54 -5.32
O -0.65 1.35 -5.64
O 1.47 2.74 -5.87
O 1.03 1.45 -3.83
H 3.21 -2.93 -5.87
H 3.96 -2.48 -8.22
H 3.12 -0.38 -9.29
H 1.71 1.28 -7.98
N 2.13 2.54 1.73
C 2.07 2.34 0.23
C 3.09 3.28 -0.41
P 2.39 0.49 -0.01
O 3.43 0.60 -1.20
O 3.07 0.02 1.27
O 1.15 -0.17 -0.49
P 0.28 2.77 -0.25
O 0.48 4.31 -0.73
O -0.52 2.72 1.02
O -0.16 1.89 -1.50
H 2.57 1.72 2.16
H 1.11 2.57 2.05
H 2.67 3.40 1.93
H 4.05 2.89 -0.10
H 2.94 4.36 -0.23
H 3.07 3.26 -1.53
H 3.18 -0.11 -1.89
H -0.27 4.90 -0.53
C -2.67 1.44 -3.13
O -1.63 0.43 -3.31
H -2.26 2.46 -3.22
H -3.22 1.21 -2.17
H -3.40 1.24 -3.91
H -0.97 0.79 -4.86
```

=====

# C2F3NO5PdS2

A molecular structure, C2F3NO5PdS2 in a non-equilibrium geometry (the ωB97M-V functional and the def2-TZVPD basis, OMol25).

Calculated values
frontier orbital gap (alpha / beta) = 4.76 / 5.72 eV
net charge = -1
highest occupied orbital energy (alpha / beta) = -0.060 / -0.160 hartree
spin multiplicity = 4

XYZ file:
```
14
C2F3NO5PdS2 the ωB97M-V functional and the def2-TZVPD basis
Pd -1.64 0.11 -2.05
N -0.36 -0.30 0.93
S -1.14 1.19 0.83
O -2.31 0.91 -0.37
S 0.56 -0.73 -0.28
O 0.02 -0.35 -1.63
O 0.96 -2.13 -0.14
C 2.19 0.19 -0.24
F 2.03 1.46 -0.60
F 2.67 0.15 0.99
F 3.05 -0.39 -1.06
O -3.37 -0.82 -1.21
C -3.30 -0.15 -0.14
O -3.83 -0.24 0.94
```

=====

| no. | calculated total energy (hartree) |
| --- | --- |
| 1 | -966.15607 |
| 2 | -646.89412 |
| 3 | -4581.20684 |
| 4 | -1730.86383 |